94
Properties=species:S:1:pos:R:3:mulliken_charge:R:1 method="wB97M-V/def2-TZVPD" e_lumo_ev=-0.27 gap_ev=6.95 e_homo_ha=-0.265 largest_force_ha_per_bohr=0.0172 spin_multiplicity=1
C -0.08992 0.23970 -2.82529 -1.049
H 2.36996 -3.12734 0.55395 0.010
C 0.03641 -1.90061 3.38461 0.778
H 1.94593 3.78791 -2.38390 0.113
H 4.03749 -1.64851 2.04473 0.344
H 3.71936 -2.02239 -4.06755 0.502
H -2.50538 -1.30727 2.52013 0.486
P 2.12624 -0.23798 0.23110 0.511
H -0.04247 -5.28482 3.23966 0.440
C 3.75722 2.09236 -4.79152 -1.823
S -1.78691 -1.52841 -3.62126 -0.454
H 0.88125 3.91224 5.93995 0.399
H 3.63952 -4.38720 -3.33280 0.400
C 3.43672 -2.26903 -3.05194 -0.640
H 6.11144 3.80434 0.37992 0.408
C -0.01720 0.00030 -5.22819 -1.416
C 0.81001 3.06114 5.27488 -0.580
C 1.41436 1.61924 -4.08714 -0.190
C -1.10623 4.58089 -0.64972 -0.209
C 0.64420 0.87905 3.56565 0.890
N -2.38415 5.98493 1.08594 -0.579
C 3.30457 -1.10220 2.63948 -1.126
Pt -0.27518 -0.08557 0.35229 2.264
C -0.81101 5.06443 -1.94738 0.202
C -0.67447 -1.71466 4.56946 -0.584
C 1.43516 0.80746 4.71398 -0.275
C -0.92349 -4.09531 4.79489 -0.582
C 2.67753 -2.88570 -0.45506 -0.840
C 2.47896 2.70950 -4.20250 2.290
H 1.18002 1.71225 -1.94388 -0.189
C 0.88210 1.23810 -2.86946 1.385
H -4.96722 -3.71475 -0.01021 0.390
C 3.45882 0.99742 0.23103 0.817
H 3.23670 2.58548 -2.15333 0.236
N -0.71309 -0.25240 -1.68917 -0.123
N -0.18234 2.31778 0.07969 -0.935
H 1.35850 1.27265 -6.21528 0.459
H 1.75927 3.45730 -6.13108 0.342
H 3.77155 4.28137 1.02507 0.473
H 1.06567 4.28064 -4.71795 0.380
H 0.77916 -3.33192 1.97087 0.229
H -1.29806 -4.94994 5.34330 0.409
H 1.97019 -0.10270 4.95583 0.407
H 4.52835 2.85960 -4.89091 0.459
C 0.00490 3.13081 4.14795 -0.734
C 3.10226 2.28154 0.65156 -0.271
C 5.73178 1.74041 -0.06168 -0.776
C -4.14084 -3.02624 0.10430 -0.899
C 1.97002 3.82661 -5.12577 -1.750
H -0.36844 -0.46115 -6.14191 0.417
H 3.57203 4.10445 -2.98268 0.575
C 0.25461 -3.18980 2.90724 -0.613
C -1.82329 5.35766 0.29483 -0.091
C -3.42978 -2.59914 -0.99934 -0.730
H -0.85491 -0.71469 4.94301 0.460
H 2.97216 -4.93214 -1.01464 0.464
C -0.54614 -0.36329 -3.99414 0.932
H 3.58210 1.66068 -5.77845 0.356
H 3.04364 -1.71648 3.50263 0.444
H 4.14694 1.30566 -4.13917 0.268
H 3.14162 -0.22345 -2.49707 0.287
C 4.05752 3.28553 0.71139 -0.782
C -2.73328 -1.65899 1.52305 -0.119
H -3.69554 -2.94714 -1.99193 0.397
C 2.82043 3.32485 -2.84444 -1.747
H -0.55740 4.02901 3.92704 0.500
C -2.37015 -1.70767 -0.83367 1.229
H 2.13970 1.84857 6.44633 0.420
C -1.62099 -1.15262 -1.94476 0.993
C 2.73723 -1.55448 -0.85549 0.680
C 1.52116 1.90048 5.55945 -0.816
C 3.38909 -3.59413 -2.64003 -0.802
N 2.11472 -0.86085 1.83240 0.507
C -1.98249 -1.22469 0.43334 -0.875
C 0.95374 0.97883 -5.25544 -0.587
C 4.78273 0.73013 -0.11479 -0.592
P 0.54682 -0.48605 2.38660 0.176
C -0.07707 2.03963 3.29212 -0.577
H 3.75998 -0.17142 2.98777 0.227
H -4.36092 -2.84923 2.23279 0.431
H -1.70680 -2.66350 6.18820 0.446
N -0.57395 5.43096 -3.01727 -0.579
C -0.21722 -4.28446 3.61433 -0.734
C 3.11521 -1.25356 -2.16449 -0.404
C -1.15352 -2.81157 5.26986 -0.744
C -0.61402 3.33968 -0.26499 0.741
C -3.79312 -2.54153 1.36272 -0.782
H 6.75700 1.53114 -0.33916 0.441
C 3.01274 -3.90040 -1.33975 -0.655
C 5.36911 3.01701 0.34666 -0.604
H 5.07427 -0.26504 -0.42391 0.466
H -0.69252 2.08707 2.40316 0.282
H 2.07031 2.49742 0.89203 0.240
H 2.73073 4.60586 -5.21128 0.455

=====

111
Properties=species:S:1:pos:R:3:mulliken_charge:R:1 method="wB97M-V/def2-TZVPD" e_lumo_ev=3.50 gap_ev=5.63 total_charge=-2 e_homo_ha=-0.078 relative_energy_kcal_mol=7.6 largest_force_ha_per_bohr=0.0131 spin_multiplicity=1
C 4.07704 0.70480 1.35144 -0.760
N 0.91936 -2.09677 0.29505 -0.037
N 4.86991 -4.19143 7.26562 -0.598
C -0.51876 -2.83770 1.99571 -0.223
C 0.09431 2.84447 -3.15629 -0.629
C -1.15810 -4.91949 3.78223 -0.604
H 2.05630 5.38351 1.80148 0.438
C 0.30805 3.28262 3.78791 -0.980
O -1.92411 -1.38167 3.28170 -0.205
C -1.54384 1.66407 3.21496 -1.131
Br 3.04226 4.48346 -6.47325 -0.238
C 2.83906 -2.02686 3.45150 0.133
H 3.49159 1.94469 -0.37815 0.517
H -2.56383 2.05821 3.13577 0.384
Hg -0.01845 0.61501 -1.03963 2.609
H -1.47658 0.26958 -3.97378 -0.068
C 2.28774 -1.70464 -1.38925 -0.744
C 0.01660 -4.12182 1.85264 -0.382
C -0.28750 3.83474 -4.06084 -0.070
H -2.28649 4.61103 1.17123 0.524
C 1.32955 4.63502 2.09964 -1.000
H 5.14959 0.61754 1.38904 0.507
H -5.12033 2.37471 -0.13397 0.399
C -4.53832 2.22486 -1.04691 -2.233
H -5.02849 1.47008 -1.65633 0.542
F 0.59479 -3.94992 -2.71420 -0.473
H -1.41619 -5.71181 4.47550 0.390
C 0.51410 4.07946 1.11746 1.314
Br -2.03954 4.54507 -3.81367 -0.239
H -2.60826 1.58686 -3.70780 -0.066
H -3.16494 4.63421 -0.37041 0.370
C 5.01585 -1.46416 5.09089 -0.751
H -3.15507 -0.87433 0.84485 -0.027
C 2.29126 2.88157 -4.19833 0.003
S 3.15359 -3.08151 -0.67854 -0.109
S 2.95406 -1.06881 -2.85988 0.143
N -2.62363 0.71066 -1.14108 1.998
C -3.40378 -0.26286 -1.81744 -1.267
H 0.67269 -4.28851 1.00745 0.490
F -1.59099 -2.80144 -5.15784 -0.517
C 1.45966 2.33953 -3.21356 -0.498
H 0.14382 -6.13568 2.57950 0.415
F -0.59811 -4.97365 -4.59540 -0.539
C 1.85876 3.84591 -5.13275 0.187
H 1.16337 5.45757 -0.39642 0.563
C 3.74970 -2.64862 -3.26998 -0.625
H -2.39470 -3.46322 4.76216 0.328
H 2.01874 -2.25353 2.77653 0.707
C 3.15979 -2.88334 4.48619 -0.794
H -4.52309 3.16802 -1.59822 0.394
C -2.95499 4.04488 0.52577 -2.295
H -5.45714 -3.03552 -3.53823 0.332
C 4.24853 -2.60816 5.31364 0.462
C 1.24472 4.23935 3.42490 -0.912
H 5.26543 0.30115 3.89718 0.512
H -2.56084 -1.44735 3.99884 0.256
C 4.69039 -0.60086 4.06292 -0.705
C -2.52839 0.55372 -4.04451 -0.777
N 3.24416 -0.01091 2.20495 0.484
H -1.48284 0.80724 2.53889 -0.112
H 2.98853 -3.32821 -3.65167 0.143
C -4.89078 -2.24932 -3.05292 -1.035
C 4.39554 -3.17598 -2.00621 -0.601
H -1.39054 1.32146 4.23982 0.341
N 1.22152 -1.29356 -0.79793 0.279
H -4.76578 -0.15420 0.79872 0.232
C -4.16762 -1.13809 -1.03594 1.451
H 1.34311 3.74726 -0.82256 -0.122
H 5.27075 -2.58435 -1.73048 0.251
C 4.58963 -3.49416 6.39432 0.064
C -4.90733 -2.12461 -1.67307 -1.053
H -0.24174 4.47968 -0.87480 -0.011
As -0.50754 -3.36832 -3.92291 2.299
C 1.96256 0.28199 1.83523 -1.390
H 4.48102 -2.43451 -4.05052 0.455
H 1.10066 -0.11752 2.35006 0.870
C -2.31469 2.73471 0.14230 0.459
H -2.82130 0.49508 -5.09303 0.594
O 1.83973 1.48672 -2.32483 -0.187
Br 4.10900 2.32243 -4.16526 -0.241
H 0.23084 2.95737 4.82073 0.357
Br -0.05748 5.64089 -6.28531 -0.248
H -5.49284 -2.81291 -1.07100 0.367
F -1.84458 -3.72021 -2.88448 -0.494
C -3.36945 -0.37366 -3.20985 0.657
C -0.52989 2.71071 2.84076 1.547
C -0.28488 -5.15215 2.72950 -0.961
C 3.24615 1.34960 0.48859 -1.000
C -4.17066 -1.01402 0.46654 -1.062
H 4.67721 -4.22682 -2.09876 0.423
H 2.57682 -3.78139 4.64555 0.566
O -0.69605 2.42911 -2.21961 0.401
C -4.12311 -1.37750 -3.80704 -0.718
C 0.69589 4.47446 -0.32215 -0.712
H 1.90456 4.67159 4.16895 0.388
C -3.12507 1.79643 -0.73208 0.911
H -4.59671 -1.91216 0.91781 0.422
C -1.70755 -3.66015 3.94386 -1.027
N 1.93298 1.07400 0.81026 0.679
N -1.17763 2.38117 0.56009 1.974
C 0.56621 4.33004 -5.06474 0.258
C -1.39486 -2.62118 3.06578 1.019
C -0.16477 -1.78183 0.96746 -0.853
F -0.41477 -1.76218 -3.26809 -0.634
F 0.84947 -3.02491 -4.95463 -0.539
H -3.89820 3.88102 1.05277 0.416
H 5.85759 -1.25417 5.73764 0.436
C 3.59930 -0.87779 3.24432 -0.219
H -4.07173 -1.48804 -4.88264 0.352
O -0.85880 -0.73045 0.85533 -0.216
C -0.41019 3.09968 1.49921 -2.082